[1]
Computed, not measured: C2H5NOS in the gas phase in a non-equilibrium geometry, with ωB97M-V/def2-TZVPD.

Last column: Löwdin charge in e.
Element x y z (Å)
1 N -1.35832 -0.12598 0.65591  0.154
2 C -0.13168 0.38449 0.70915  -0.616
3 O 0.17320 1.38678 1.30085  0.056
4 C 0.94425 -0.40591 -0.15837  -0.484
5 S 0.69784 -0.18518 -1.89391  0.756
6 H -1.56953 -0.82271 -0.08010  0.116
7 H -2.10445 0.18045 1.21144  0.094
8 H 1.85613 -0.03529 0.12702  0.041
9 H 0.74780 -1.45404 -0.04726  0.056
10 H 0.74474 1.07738 -1.82472  -0.173

Atomic forces in eV per Å
-0.460 -2.271 -1.789
1.606 -0.307 -1.309
0.282 0.431 0.652
-3.496 0.319 0.598
-0.260 -1.863 -1.095
0.222 0.765 0.994
-0.825 0.769 0.692
2.310 0.341 0.856
0.562 -0.639 0.593
0.060 2.455 -0.192

Energy relative to the best compared isomer or geometry (same formula, charge and spin), eV: 0.442
SMILES: NC(=O)CS
Gap between HOMO and LUMO, Ha: 0.3675

***

[2]
Computed, not measured: 2 unconnected molecules or ions with the total composition C2H5NOS in a non-equilibrium geometry, with ωB97M-V/def2-TZVPD.

Last column: Löwdin charge in e.
Element x y z (Å)
1 C 0.90494 1.33064 0.77092  -0.256
2 C 0.28807 0.23931 0.11717  -1.124
3 H 1.68704 2.22242 0.31744  0.148
4 H 0.17505 1.94109 1.31024  0.063
5 H 1.90158 0.91776 1.45042  0.136
6 H -0.09713 -0.61706 2.48051  0.316
7 H -1.37196 -1.62125 -0.28485  0.156
8 N 0.49605 -0.92346 0.72747  -0.023
9 O -0.47676 -1.96025 0.33236  -0.215
10 S -0.56943 0.61772 -1.14709  0.801

Atomic forces in eV per Å
7.535 3.926 3.327
0.135 1.103 -0.106
-2.822 -2.662 -0.211
0.314 -0.384 0.397
-3.303 0.816 -0.883
1.333 -0.271 -3.312
3.947 -0.126 2.344
-4.173 -3.741 2.647
-0.948 1.767 -1.402
-2.019 -0.428 -2.801

Energy relative to the best compared isomer or geometry (same formula, charge and spin), eV: 8.255
Gap between HOMO and LUMO, Ha: 0.2456

***

| no. | E_HOMO (eV) |
| --- | --- |
| 1 | -9.23 |
| 2 | -9.02 |